1.
A molecular structure, C3H5AlO2 at a distorted geometry, computed with the ωB97M-V functional and the def2-TZVPD basis.

Geometry as XYZ:
```
11
Properties=species:S:1:pos:R:3
H 1.0091 -0.3198 0.4152
C 0.4280 0.0689 -1.5939
C 0.4842 0.6081 -0.2175
O -0.8477 0.5582 0.3567
C -0.9705 0.5014 1.6492
O -0.9857 -0.7900 1.9396
Al 0.1858 -1.9720 -1.1503
H 1.3812 0.2559 -2.1115
H -0.4933 0.3564 -2.1259
H 0.8513 1.6305 -0.0574
H -1.0423 -0.8976 2.8957
```

2S+1   2
Total charge   +1
Lowest unoccupied orbital energy (alpha / beta)   -5.37 / -7.63 eV
DFT total energy   -509.78625 Eh
HOMO energy (alpha / beta)   -12.9 / -12.8 eV
HOMO-LUMO gap (alpha / beta)   7.498 / 5.202 eV


2.
C5H3NS2 in the gas phase at a distorted geometry, computed with the ωB97M-V functional and the def2-TZVPD basis.

Geometry as XYZ:
```
11
Properties=species:S:1:pos:R:3
C 1.3257 0.2568 1.0217
C -0.0694 0.0780 -1.0617
C -0.6109 -0.8834 0.2145
C 0.1019 -0.5057 1.2429
C -1.1004 0.9984 -1.3848
H -0.1617 -0.5510 -2.1516
H -1.4999 -1.3673 0.0357
H 0.2656 -0.8861 2.2041
N -2.2691 1.4728 -1.5350
S 2.4145 0.8131 2.1566
S 1.6038 0.5743 -0.7423
```

Relative energy (zero: lowest compared OMol25 entry of this formula, charge and spin)   0.0 kJ/mol
2S+1   1
SMILES string   N#C[C@@H]1C=CC(=S)S1
Lowest unoccupied orbital energy   -1.39 eV
DFT total energy   -1043.33455 Eh
HOMO energy   -9.3 eV
HOMO-LUMO gap   7.897 eV


3.
A molecular structure, C27H33BrCaN3O7, computed with the ωB97M-V functional and the def2-TZVPD basis.

Geometry as XYZ:
```
72
Properties=species:S:1:pos:R:3
Ca 1.2708 -0.3834 -0.0495
C 4.3375 0.9448 0.1034
C 3.7766 1.3039 -1.2506
O 3.0439 0.1850 -1.7472
C 2.3398 0.4812 -2.9511
C 1.5877 -0.7562 -3.3664
O 0.6976 -1.1095 -2.3125
C -0.1119 -2.2445 -2.5696
C -0.8827 -2.5358 -1.2994
O -0.0236 -2.6356 -0.1621
C 0.7423 -3.8315 -0.0572
C 2.1995 -3.5676 -0.3911
O 2.7096 -2.4342 0.2984
C 3.2047 -2.6253 1.6199
C 2.1991 -2.2018 2.6813
O 1.5845 -0.9581 2.3766
C 2.1405 0.2111 2.9746
C 3.4576 0.6130 2.3341
O 3.2471 0.5836 0.9371
H 4.8613 1.8111 0.5196
H 5.0391 0.1048 0.0351
H 4.6014 1.5382 -1.9326
H 3.1008 2.1605 -1.1685
H 3.0466 0.7512 -3.7435
H 1.6545 1.3150 -2.7663
H 2.2763 -1.5909 -3.5487
H 1.0225 -0.5567 -4.2827
H 0.5197 -3.0898 -2.8733
H -0.8153 -2.0362 -3.3839
H -1.4690 -3.4524 -1.4108
H -1.5650 -1.7144 -1.0757
H 0.3474 -4.6072 -0.7205
H 0.6318 -4.1912 0.9685
H 2.3166 -3.3309 -1.4503
H 2.8101 -4.4512 -0.1776
H 4.1160 -2.0297 1.6832
H 3.4828 -3.6728 1.7731
H 2.6974 -2.1572 3.6557
H 1.3851 -2.9244 2.7603
H 2.2711 0.0566 4.0497
H 1.3921 0.9905 2.8230
H 4.2744 -0.0650 2.6108
H 3.7292 1.6234 2.6606
Br -4.5883 -1.0742 -2.9112
C -4.7539 0.4391 -1.7812
C -5.6075 0.3885 -0.6914
C -5.6760 1.4839 0.1569
C -4.8610 2.5841 -0.0670
C -4.0735 2.6611 -1.2072
C -4.0192 1.5797 -2.0689
N -4.9219 3.6496 0.9064
N -3.8911 4.0684 1.4443
C -2.6255 3.4535 1.1270
C -1.6404 4.2280 0.5827
C -0.4623 3.6590 0.0698
C -0.2555 2.2868 0.0772
O 0.7543 1.6881 -0.4760
C -1.2213 1.4965 0.8175
N -0.9404 0.1752 0.9833
C -1.7661 -0.5715 1.6792
C -2.9330 -0.0752 2.2809
C -3.2405 1.2455 2.1144
C -2.3881 2.0752 1.3557
H -6.2053 -0.4920 -0.5031
H -6.3364 1.4780 1.0136
H -3.4792 3.5407 -1.4097
H -3.3967 1.6165 -2.9520
H -1.8091 5.2928 0.4813
H 0.2736 4.2870 -0.4145
H -1.4969 -1.6179 1.7819
H -3.5622 -0.7345 2.8610
H -4.1243 1.6675 2.5748
```

2S+1   1
Total charge   +1
Lowest unoccupied orbital energy   -2.02 eV
DFT total energy   -4991.09765 Eh
HOMO energy   -9.3 eV
HOMO-LUMO gap   7.330 eV


4.
9 unconnected molecules or ions with the total composition H18O9 at a distorted geometry, computed with the ωB97M-V functional and the def2-TZVPD basis.

Geometry as XYZ:
```
27
Properties=species:S:1:pos:R:3
O 2.4967 -0.7029 -2.2973
H 2.4299 -0.0704 -3.0087
H 2.5456 -1.5139 -2.7603
O -2.6437 0.4564 1.5059
H -1.7215 0.3214 1.4238
H -3.0311 -0.3451 1.8953
O -3.1226 -0.6935 -1.5234
H -4.0280 -1.0777 -1.5276
H -2.8361 -0.9070 -0.6529
O 2.6555 1.5873 -0.4280
H 3.0793 1.0651 -1.1316
H 1.8078 1.1575 -0.3773
O 2.1180 -0.7094 1.6921
H 2.8639 -0.2960 2.0265
H 1.6911 -0.8064 2.4922
O 0.2129 0.3221 -0.0756
H 0.7457 -0.1517 0.5981
H 0.0332 -0.3467 -0.7401
O -0.2486 0.2157 3.2216
H -0.2314 0.2555 4.2055
H -0.2474 1.1109 2.8793
O -1.9632 2.4324 -0.5337
H -1.3804 2.1192 -1.1996
H -1.8256 1.8752 0.2257
O -0.1281 -1.5706 -2.0216
H -0.0329 -2.5139 -1.8543
H 0.7607 -1.2134 -2.0340
```

Relative energy (zero: lowest compared OMol25 entry of this formula, charge and spin)   263.3 kJ/mol
2S+1   1
SMILES string   O.O.O.O.O.O.O.O.O
Lowest unoccupied orbital energy   0.13 eV
DFT total energy   -687.92552 Eh
HOMO energy   -10.1 eV
HOMO-LUMO gap   10.218 eV


5.
A molecular structure, C15H17Cl3N7O8V, computed with the ωB97M-V functional and the def2-TZVPD basis.

Geometry as XYZ:
```
51
Properties=species:S:1:pos:R:3
V -1.5376 0.7851 -0.5450
N -1.3795 0.7860 1.5565
C -0.6668 2.0815 1.7959
C -0.6231 2.5383 3.2398
C 0.2531 1.7529 4.2106
C 1.7543 1.9831 4.0428
N 2.3937 1.2176 2.9582
C 2.8558 -0.0282 3.0811
N 3.4311 -0.6211 2.0374
N 2.6997 -0.7073 4.2222
C -1.3448 3.1135 0.8808
O -1.4843 4.2613 1.1457
O -1.7385 2.5581 -0.2854
H -2.2906 0.8255 2.0143
H -0.8796 0.0111 1.9851
H 0.3401 1.9501 1.3846
H -1.6467 2.5845 3.6231
H -0.2909 3.5795 3.2283
H 0.0105 0.6864 4.2524
H 0.0094 2.1439 5.2009
H 2.2805 1.7753 4.9766
H 1.9440 3.0372 3.8411
H 2.7169 1.7289 2.1512
H 3.4416 -0.1903 1.1249
H 3.9098 -1.5009 2.1376
H 2.4904 -0.2229 5.0787
H 3.1227 -1.6166 4.3233
O 2.3279 -0.0001 -0.9746
C 1.2505 -0.1750 -1.4784
O 0.1464 0.3844 -0.9710
C 0.9995 -1.0533 -2.6593
C -0.2767 -1.2105 -3.1759
C -0.4826 -2.0610 -4.2409
C 0.5471 -2.7638 -4.8359
C 1.8092 -2.5875 -4.2952
C 2.0613 -1.7553 -3.2229
N 2.9443 -3.3395 -4.8861
O 2.7427 -3.8797 -5.9465
O 3.9947 -3.2843 -4.2863
N -1.8686 -2.2171 -4.7349
O -2.7420 -1.6623 -4.0855
O -2.0297 -2.8332 -5.7544
H -1.1389 -0.6856 -2.7918
H 0.3815 -3.4183 -5.6801
H 3.0660 -1.6556 -2.8379
Cl -6.2487 -1.4211 -2.3075
C -6.0070 -0.0826 -1.1945
Cl -6.5388 1.4548 -1.8689
Cl -6.7339 -0.3901 0.3846
C -4.5554 0.0314 -0.9813
N -3.4201 0.0927 -0.8377
```

Relative energy (zero: lowest compared OMol25 entry of this formula, charge and spin)   0.0 kJ/mol
2S+1   3
Total charge   +2
Lowest unoccupied orbital energy (alpha / beta)   -7.10 / -6.68 eV
DFT total energy   -3890.97168 Eh
HOMO energy (alpha / beta)   -15.5 / -15.5 eV
HOMO-LUMO gap (alpha / beta)   8.408 / 8.839 eV


6.
4 unconnected molecules or ions with the total composition C5H20N2O4 at a distorted geometry, computed with the ωB97M-V functional and the def2-TZVPD basis.

Geometry as XYZ:
```
31
Properties=species:S:1:pos:R:3
N 0.3658 -1.0554 2.3823
C 1.4510 -0.7778 1.4805
C 2.4984 0.1876 2.1098
C 1.1108 -0.4126 0.0359
N 0.0344 -1.3372 -0.4036
C -1.1693 -0.7527 -1.0125
C -2.3448 -1.5450 -0.4229
O -2.3584 -2.8765 -0.8730
H -1.4929 -3.1755 -1.1551
H -0.3465 -0.3610 2.5549
H -0.0530 -1.9491 2.2107
H 2.0368 -1.6787 1.4367
H 2.4717 1.2034 1.6864
H 3.4857 -0.2263 1.9503
H 2.2383 0.4009 3.1442
H 0.7301 0.6082 -0.0370
H 1.9711 -0.4578 -0.6331
H 0.4725 -1.9636 -1.0686
H -1.2312 -0.6703 -2.0999
H -1.2278 0.3104 -0.7992
H -2.1559 -1.4828 0.6548
H -3.3176 -1.1268 -0.6477
H -0.5904 1.4249 -3.8927
H 0.6627 1.9023 -3.1700
O 0.3606 1.2929 -3.8597
H -1.7257 3.0144 1.4653
H -0.7927 1.6835 1.4161
O -1.3072 2.3297 0.9319
H -0.6645 2.3307 -0.8325
H 0.8724 2.6097 -1.0632
O 0.0156 2.5503 -1.4894
```

Relative energy (zero: lowest compared OMol25 entry of this formula, charge and spin)   145.2 kJ/mol
2S+1   1
SMILES string   C[C@@H](N)CNCCO.O.O.O
Lowest unoccupied orbital energy   0.18 eV
DFT total energy   -612.92190 Eh
HOMO energy   -9.2 eV
HOMO-LUMO gap   9.399 eV


7.
CH5NO2S in the gas phase at a distorted geometry, computed with the ωB97M-V functional and the def2-TZVPD basis.

Geometry as XYZ:
```
10
Properties=species:S:1:pos:R:3
C -1.5208 -0.2591 0.2787
N 1.3936 -0.7848 -0.6378
O 0.5155 1.4834 0.3392
O 2.3134 -0.6931 0.4513
S 0.2043 0.2690 -0.3907
H -1.9876 0.5128 -0.1828
H -1.6929 -1.2951 -0.0241
H -1.5286 -0.0423 1.3659
H 2.7867 0.2531 0.4579
H -0.4837 0.5561 -1.6576
```

Relative energy (zero: lowest compared OMol25 entry of this formula, charge and spin)   569.9 kJ/mol
2S+1   1
SMILES string   C[S@@H](=O)=NO
Lowest unoccupied orbital energy   0.27 eV
DFT total energy   -644.32721 Eh
HOMO energy   -9.0 eV
HOMO-LUMO gap   9.239 eV